ORCA calculation (ωB97M-V with the def2-TZVPD basis set) on a molecular structure, C15H9N5O8S5SbW at a distorted geometry.

```
44
C15H9N5O8S5SbW ωB97M-V with the def2-TZVPD basis set
W -8.783 4.196 13.317
N -10.586 0.195 12.557
C -10.078 1.209 13.302
S -8.452 1.683 13.176
N -10.926 1.807 14.110
N -10.496 2.964 14.565
C -11.272 3.462 15.502
C -10.782 4.447 16.379
C -11.593 4.883 17.422
C -11.099 5.725 18.416
C -9.761 6.165 18.391
C -9.006 5.913 17.302
C -9.472 4.976 16.333
O -8.637 4.543 15.427
H -9.990 -0.507 12.198
H -11.613 0.065 12.499
H -12.296 3.120 15.650
H -12.687 4.668 17.506
H -11.787 5.895 19.214
H -9.276 6.694 19.203
H -8.060 6.322 17.130
O -10.045 8.026 12.833
C -10.279 6.813 12.738
O -9.695 5.978 13.582
C -11.240 6.273 11.763
C -11.854 7.151 10.875
C -12.371 6.622 9.730
C -12.555 5.282 9.498
C -12.043 4.426 10.450
C -11.286 4.819 11.525
O -10.628 3.971 12.201
N -12.601 3.073 10.292
O -13.142 2.826 9.180
O -12.533 2.346 11.289
N -12.673 7.645 8.708
O -12.884 8.849 8.943
O -12.798 7.165 7.540
H -11.740 8.224 11.004
H -13.112 4.882 8.641
S -6.156 6.916 10.783
Sb -5.913 4.854 11.722
S -6.682 5.162 13.963
S -8.108 4.068 10.945
S -4.162 3.409 11.452
```

Properties
**LUMO (alpha / beta)**: -0.236 / -0.233 eV
**HOMO-LUMO gap (alpha / beta)**: 0.1850 / 0.1851 Ha
**Energy relative to the best compared isomer or geometry (same formula, charge and spin)**: 9.28 kJ/mol
**Charge**: -1

Mulliken atomic charge list, values in e, 8 entries: 1.295, -0.345, 0.737, -0.385, -1.311, 0.704, -0.524, 0.886

ORCA calculation (ωB97M-V with the def2-TZVPD basis set) on C3H3NS2 in the gas phase at a distorted geometry.

```
9
C3H3NS2 ωB97M-V with the def2-TZVPD basis set
S 2.681 0.724 -3.133
C 1.611 0.651 -1.998
N 0.726 0.787 -1.119
C 0.267 -0.201 -0.197
C -0.659 0.101 0.759
S -1.387 1.675 0.689
H 0.518 -1.283 -0.333
H -1.174 -0.649 1.246
H -0.218 1.912 -0.241
```

Properties
**SMILES**: S=C=N/C=C\S
**LUMO**: -0.250 eV
**HOMO-LUMO gap**: 0.2899 Ha
**Energy relative to the best compared isomer or geometry (same formula, charge and spin)**: 106.10 kJ/mol
**Charge**: 0

Mulliken atomic charge list, values in e, 8 entries: -0.311, 0.540, -0.475, -0.104, -0.358, -0.260, 0.307, 0.360

ORCA calculation (ωB97M-V with the def2-TZVPD basis set) on a molecular structure, C14H21AsN4O8PdS5.

```
54
C14H21AsN4O8PdS5 ωB97M-V with the def2-TZVPD basis set
Pd -0.252 -0.788 -1.603
S -4.309 -1.025 -3.514
As -2.364 -1.801 -3.674
S -0.982 -0.036 -3.737
S -1.489 -2.926 -2.088
S -2.634 -2.653 -5.571
C 3.474 -3.556 -1.064
S 1.782 -3.302 -1.585
C 1.881 -4.101 -3.180
O 1.739 -1.815 -1.886
H 4.136 -3.080 -1.786
H 3.672 -4.626 -0.996
H 3.585 -3.096 -0.085
H 2.029 -5.171 -3.032
H 2.694 -3.664 -3.759
H 0.922 -3.928 -3.664
O -1.997 -0.156 -0.367
C -1.459 -0.639 0.670
O -0.302 -1.124 0.665
C -2.238 -0.613 1.951
C -1.641 -1.055 3.123
C -2.372 -1.014 4.295
C -3.674 -0.557 4.349
C -4.232 -0.132 3.159
C -3.546 -0.149 1.960
N -5.624 0.368 3.180
O -6.118 0.684 2.119
O -6.182 0.420 4.256
N -1.737 -1.476 5.547
O -2.408 -1.446 6.558
O -0.587 -1.859 5.483
H -0.626 -1.421 3.112
H -4.227 -0.532 5.274
H -4.014 0.189 1.047
C 3.412 3.091 0.327
N 2.944 2.167 -0.688
C 3.869 1.122 -1.101
C 1.632 2.063 -1.040
O 1.190 1.030 -1.560
N 0.843 3.154 -0.800
C -0.587 2.988 -1.017
C 1.342 4.504 -1.021
H 3.986 2.538 1.073
H 2.568 3.558 0.829
H 4.056 3.874 -0.084
H 4.429 0.768 -0.234
H 4.582 1.501 -1.838
H 3.313 0.291 -1.523
H -0.933 2.056 -0.585
H -0.842 2.984 -2.082
H -1.105 3.815 -0.534
H 2.391 4.484 -1.311
H 1.233 5.127 -0.132
H 0.780 4.966 -1.836
```

Properties
**LUMO (alpha / beta)**: -0.793 / -3.102 eV
**HOMO-LUMO gap (alpha / beta)**: 0.2781 / 0.2081 Ha
**Energy relative to the best compared isomer or geometry (same formula, charge and spin)**: 47.25 kJ/mol
**Charge**: 0
**Multiplicity**: 5

Mulliken atomic charge list, values in e, 8 entries: 0.712, -0.278, 0.572, -0.225, -0.416, -0.311, -1.083, 0.636

ORCA calculation (ωB97M-V with the def2-TZVPD basis set) on C7H8N2 in the gas phase at a distorted geometry.

```
17
C7H8N2 ωB97M-V with the def2-TZVPD basis set
H 0.681 2.521 -2.261
N 0.650 1.476 -2.321
C 0.411 0.936 -1.238
C 0.059 -0.383 -0.919
C -0.197 -1.560 -0.618
C -0.519 -2.941 -0.514
C -1.595 -3.467 0.038
C 0.621 1.930 0.270
C 0.695 1.382 1.695
N 0.657 3.118 -0.036
H 0.897 3.687 0.801
H 0.079 -3.469 -1.222
H -1.811 -4.448 -0.350
H -2.453 -2.848 0.317
H 0.622 0.282 1.762
H -0.230 1.836 2.224
H 1.431 1.947 2.373
```

Properties
**SMILES**: [H]/N=C(C#CC=C)\C(C)=N\[H]
**LUMO**: 0.053 eV
**HOMO-LUMO gap**: 0.3365 Ha
**Energy relative to the best compared isomer or geometry (same formula, charge and spin)**: 395.63 kJ/mol
**Charge**: 0

Mulliken atomic charge list, values in e, 8 entries: 0.329, -0.686, -0.205, 0.570, 0.693, -0.876, -0.675, 0.591